A structure of composition C57H140N12O5 in a non-equilibrium geometry, computed with ωB97M-V/def2-TZVPD.

Last column: Mulliken charge in e.
Cartesian coordinates (Å):
C  18.298  17.183  -25.766  -1.08
C  19.597  16.731  -26.484  -1.10
N  20.755  17.191  -25.802  -0.11
C  20.918  16.590  -24.477  1.36
C  22.041  17.199  -23.628  -1.79
C  21.905  16.776  -26.635  -0.36
C  21.916  17.172  -28.143  -1.43
H  18.087  16.519  -24.927  0.96
H  17.381  17.131  -26.353  0.37
H  18.456  18.202  -25.413  0.54
H  19.650  15.669  -26.725  0.76
H  19.570  17.274  -27.429  0.88
H  20.075  16.857  -23.840  0.95
H  20.937  15.502  -24.421  -0.16
H  21.798  16.808  -22.640  0.32
H  23.072  16.956  -23.885  0.45
H  21.934  18.284  -23.619  0.40
H  21.997  15.690  -26.600  0.27
H  22.848  17.132  -26.222  0.39
H  21.888  18.251  -28.293  0.32
H  21.097  16.738  -28.717  0.26
H  22.803  16.726  -28.591  0.46
C  12.754  15.676  -24.362  -0.29
C  13.867  15.463  -23.279  0.61
N  15.184  16.109  -23.447  0.87
C  15.173  17.595  -23.465  3.42
C  14.793  18.116  -22.060  -0.96
C  15.761  15.485  -24.671  2.04
C  17.196  15.840  -24.953  -1.76
H  12.972  14.984  -25.176  1.29
H  12.868  16.717  -24.664  0.03
H  11.747  15.630  -23.950  -0.88
H  13.511  15.817  -22.311  -0.40
H  13.984  14.423  -22.975  -0.47
H  16.119  18.058  -23.746  0.14
H  14.454  17.960  -24.199  -1.06
H  15.005  19.184  -22.019  -0.03
H  13.745  17.864  -21.897  -0.52
H  15.445  17.729  -21.277  -1.68
H  15.149  15.694  -25.548  -1.06
H  15.674  14.399  -24.633  0.93
H  17.494  16.835  -24.623  1.04
H  17.280  15.855  -26.040  -0.87
H  17.957  15.193  -24.517  0.76
C  12.735  19.282  -26.932  -1.40
C  13.942  19.770  -26.122  0.54
N  13.639  20.443  -24.856  0.51
C  13.184  19.570  -23.733  1.45
C  13.400  20.216  -22.362  -2.29
C  12.841  21.693  -24.949  0.18
C  13.388  22.696  -26.021  -1.81
H  12.072  20.116  -27.159  0.61
H  12.129  18.558  -26.387  0.44
H  13.070  18.814  -27.858  0.38
H  14.634  18.947  -25.948  -1.00
H  14.554  20.419  -26.748  0.52
H  12.136  19.311  -23.889  0.13
H  13.892  18.743  -23.772  -1.08
H  13.110  19.504  -21.590  0.62
H  14.464  20.393  -22.206  0.56
H  12.843  21.127  -22.143  0.52
H  13.004  22.309  -24.065  0.41
H  11.791  21.450  -25.113  0.04
H  14.421  22.994  -25.841  0.34
H  12.819  23.616  -25.889  0.54
H  13.315  22.408  -27.070  0.35
C  18.020  14.088  -26.322  -1.40
C  19.170  14.518  -25.337  -1.99
N  19.394  13.487  -24.304  1.32
C  19.836  12.179  -24.851  -0.98
C  19.561  11.027  -23.902  -1.10
C  20.336  13.959  -23.237  -1.35
C  19.793  15.229  -22.518  0.24
H  18.325  13.305  -27.017  0.54
H  17.754  14.975  -26.897  0.68
H  17.117  13.775  -25.800  -0.40
H  20.098  14.764  -25.854  0.67
H  18.812  15.459  -24.921  0.62
H  20.870  12.197  -25.194  0.43
H  19.338  11.943  -25.792  0.44
H  20.133  10.908  -22.982  0.33
H  19.818  10.074  -24.364  0.48
H  18.493  11.070  -23.689  0.18
H  20.513  13.182  -22.494  0.98
H  21.266  14.141  -23.775  0.26
H  19.466  16.080  -23.115  -1.90
H  18.946  15.101  -21.843  -1.52
H  20.541  15.597  -21.816  1.32
C  15.928  11.838  -24.544  1.76
C  15.674  11.373  -25.982  -1.56
N  14.970  12.476  -26.673  1.06
C  14.677  12.040  -28.050  -0.80
C  13.556  10.931  -28.041  -1.49
C  15.870  13.676  -26.809  -2.46
C  15.128  15.005  -27.055  -2.05
H  15.101  12.450  -24.186  -1.07
H  16.820  12.442  -24.380  -0.70
H  16.100  11.010  -23.855  0.76
H  16.617  11.085  -26.445  0.18
H  15.070  10.465  -25.995  0.66
H  14.338  12.876  -28.662  0.50
H  15.607  11.780  -28.555  0.50
H  14.149  10.029  -27.895  0.43
H  12.830  11.069  -27.239  0.24
H  13.116  10.992  -29.037  0.44
H  16.614  13.545  -27.596  1.46
H  16.553  13.811  -25.970  -1.26
H  15.739  15.905  -26.981  0.35
H  14.415  15.029  -26.231  0.03
H  14.535  14.968  -27.969  1.34
C  9.402  18.148  -23.868  -1.86
C  10.679  18.944  -23.591  -0.15
N  10.924  19.310  -22.209  1.49
C  9.994  20.340  -21.642  -0.97
C  9.864  21.650  -22.468  -1.14
C  10.950  18.207  -21.237  -2.40
C  12.049  17.204  -21.552  1.59
H  8.622  18.731  -23.377  0.62
H  9.372  17.153  -23.424  0.48
H  9.156  18.145  -24.930  0.38
H  11.563  18.409  -23.936  -0.33
H  10.639  19.818  -24.241  0.60
H  9.037  19.867  -21.423  0.58
H  10.383  20.583  -20.654  0.47
H  10.897  21.847  -22.755  0.15
H  9.172  21.506  -23.297  0.21
H  9.596  22.481  -21.816  0.43
H  9.991  17.692  -21.176  0.62
H  10.930  18.592  -20.217  0.54
H  12.234  16.455  -20.782  -1.47
H  12.990  17.735  -21.689  -0.53
H  11.857  16.585  -22.428  0.36
C  19.256  13.878  -19.976  -1.24
C  18.470  15.104  -19.433  -0.50
N  18.498  16.132  -20.495  0.94
C  18.437  17.509  -19.920  -0.49
C  17.119  17.905  -19.128  -0.70
C  17.538  15.916  -21.572  -1.77
C  17.621  16.919  -22.740  0.83
H  18.893  13.487  -20.927  0.17
H  19.219  13.092  -19.222  0.56
H  20.255  14.266  -20.171  0.32
H  17.436  14.902  -19.151  0.12
H  18.978  15.542  -18.574  0.66
H  19.195  17.547  -19.138  0.61
H  18.736  18.315  -20.591  0.38
H  16.830  17.238  -18.316  0.23
H  17.232  18.909  -18.718  0.52
H  16.282  17.908  -19.825  0.34
H  16.536  15.852  -21.149  1.04
H  17.620  14.895  -21.944  0.45
H  16.901  16.620  -23.502  -2.43
H  18.561  16.870  -23.290  0.38
H  17.443  17.943  -22.411  1.26
C  12.826  16.686  -29.280  -0.03
O  13.571  17.603  -29.607  -0.58
N  12.817  16.148  -28.000  0.21
C  12.148  14.885  -27.675  0.20
C  13.481  16.831  -26.948  -1.80
H  12.261  16.079  -30.004  0.37
H  11.471  15.057  -26.838  -0.07
H  12.824  14.059  -27.455  -0.49
H  11.621  14.570  -28.575  0.47
H  12.866  17.066  -26.080  -0.20
H  14.299  16.263  -26.505  1.59
H  13.868  17.793  -27.282  1.77
C  12.718  15.655  -18.764  0.14
O  11.544  15.382  -18.363  -0.68
N  13.259  15.320  -19.950  0.35
C  14.517  15.945  -20.380  -1.06
C  12.657  14.428  -20.922  0.31
H  13.448  16.278  -18.225  0.31
H  15.290  15.205  -20.176  0.09
H  14.680  16.821  -19.751  0.91
H  14.650  16.264  -21.414  -1.08
H  12.465  15.024  -21.814  -0.35
H  13.353  13.672  -21.285  -0.07
H  11.736  13.992  -20.535  0.76
C  11.286  13.744  -23.757  0.79
O  10.809  13.926  -22.626  -0.64
N  12.468  13.182  -23.967  0.74
C  13.028  13.154  -25.305  -1.99
C  13.281  12.553  -22.916  -0.52
H  10.743  14.031  -24.671  0.18
H  12.560  13.669  -26.144  0.33
H  13.044  12.099  -25.578  0.66
H  14.029  13.579  -25.389  -0.12
H  13.071  12.877  -21.896  -0.10
H  13.102  11.478  -22.896  0.05
H  14.329  12.768  -23.126  0.09
C  15.615  14.323  -22.012  0.01
O  14.537  14.087  -21.412  -0.58
N  16.425  13.319  -22.352  1.13
C  17.643  13.624  -23.104  -2.31
C  16.212  11.865  -22.091  -0.36
H  15.925  15.356  -22.234  -1.24
H  17.452  13.433  -24.160  0.80
H  18.455  12.954  -22.823  0.93
H  17.974  14.653  -22.965  -0.40
H  15.308  11.802  -21.486  0.27
H  16.134  11.399  -23.074  -0.83
H  17.040  11.311  -21.649  0.37
C  9.916  14.145  -26.602  -0.58
O  10.900  13.512  -26.256  -0.45
N  9.649  15.378  -26.098  0.69
C  8.400  16.063  -26.504  -1.04
C  10.434  16.155  -25.150  -0.58
H  9.169  13.804  -27.334  0.32
H  8.114  15.706  -27.493  0.44
H  8.547  17.127  -26.690  0.35
H  7.531  15.820  -25.893  0.31
H  11.395  15.689  -24.929  -0.33
H  10.626  17.169  -25.503  -0.03
H  9.902  16.237  -24.202  0.69

Values from the calculation:
E in eV: -89424.84583
M in u: 1073.83
Net charge: 0
ΔE to the lowest compared entry with this formula, charge and spin in eV: 68.560
Orbital gap in eV: 7.2
HOMO level in eV: -6.78